P:
C16H22AlBeBr3Cl2F15NbO7PS2 | wB97M-V/def2-TZVPD

Output
highest occupied orbital energy: -8.7 eV
total charge: +1
gap between HOMO and LUMO: 2.31 eV

Last column: Löwdin charge in e.
Geometry (Å):
F1 -0.776 3.534 3.308  -0.507
F2 -2.499 -0.553 2.611  0.095
H1 0.578 -1.390 -1.686  0.111
H2 -1.506 -0.661 -1.952  0.047
C1 0.089 0.036 -3.273  -0.334
C2 3.507 0.208 3.806  -0.339
F3 1.456 -0.762 2.265  0.162
C3 5.262 -5.335 -3.534  -1.652
F4 5.037 1.967 4.259  0.198
F5 1.614 0.383 5.244  0.131
C4 1.075 -0.780 -2.427  -0.259
H3 -0.039 -0.538 -4.170  0.035
H4 -2.712 2.675 -2.181  -0.015
P1 -1.308 4.475 -0.105  0.619
H5 1.730 -0.098 -1.902  0.026
C5 -1.688 1.448 1.701  -0.228
C6 -2.467 1.482 0.385  -0.289
Cl1 -2.401 -0.681 -4.332  0.627
F6 3.448 -1.125 4.057  0.154
Br1 6.762 -5.934 -2.486  0.420
H6 -5.190 -3.648 0.080  0.136
C7 -0.167 3.385 -2.894  -0.345
O1 -1.407 4.465 1.422  -0.354
H7 0.903 3.342 -2.734  -0.016
Cl2 0.328 5.505 -0.469  0.450
F7 -0.824 -0.760 1.234  0.122
H8 -3.320 2.142 0.498  0.053
C8 4.578 0.824 4.759  -0.536
O2 -5.616 -0.899 -0.337  0.076
H9 -2.321 1.840 2.483  0.115
F8 4.093 1.020 5.990  0.184
O3 2.392 -2.973 -2.659  -0.283
F9 3.916 0.389 2.543  0.183
Br2 5.663 -3.716 -4.475  0.603
F10 0.927 1.322 2.008  -0.082
H10 4.463 -5.107 -2.840  -0.047
H11 3.757 -0.707 -2.758  0.107
H12 -7.412 -1.760 -0.888  0.137
C9 -4.694 -1.240 -1.245  -0.566
H13 1.890 2.085 -1.022  -0.092
F11 2.168 2.110 4.045  0.183
Br3 4.623 -6.710 -4.705  0.597
S1 2.112 -1.807 -3.439  0.555
H14 -0.827 2.086 1.688  0.030
Nb1 -1.207 2.149 -1.327  1.027
F12 -0.806 1.170 4.230  -0.120
O4 3.452 -1.022 -3.620  -0.144
O5 -4.804 -2.522 -1.608  0.081
O6 1.527 -2.054 -4.713  -0.244
H15 -0.433 4.435 -2.902  -0.047
C10 -6.565 -1.980 -0.238  -0.089
F13 2.231 2.926 1.040  -0.557
Be1 5.818 -5.422 0.243  0.128
O7 -3.866 -0.489 -1.681  0.058
F14 5.597 -0.039 4.836  0.185
H16 -6.326 -3.906 -1.255  0.137
H17 -0.531 4.537 1.942  0.100
F15 -0.430 -1.003 4.127  0.123
C11 -1.339 0.060 2.183  -0.428
H18 0.541 0.965 -3.593  0.087
H19 -6.919 -2.087 0.782  0.135
Al1 -2.057 0.944 5.971  1.090
C12 1.067 0.367 2.908  -0.347
C13 2.088 0.771 4.023  -0.313
C14 -0.376 0.141 3.402  -0.319
H20 -0.453 2.958 -3.851  0.007
C15 -5.743 -3.161 -0.723  -0.089
C16 -1.301 0.214 -2.554  -0.356
H21 -2.366 0.400 -3.300  -0.087
H22 -2.897 0.529 0.085  0.040
S2 0.904 1.578 -0.278  0.731


Q:
C16H22AlBeBr3Cl2F15NbO7PS2 | wB97M-V/def2-TZVPD

Output
highest occupied orbital energy: -8.9 eV
total charge: +1
gap between HOMO and LUMO: 1.31 eV

Last column: Löwdin charge in e.
Geometry (Å):
H1 -3.751 -5.294 2.476  0.146
H2 2.148 1.497 4.734  0.023
C1 1.852 -2.111 -0.323  -0.190
H3 2.383 2.530 0.868  -0.138
H4 -1.189 5.100 1.510  0.102
H5 -1.468 1.357 3.974  -0.026
O1 -2.496 -3.657 2.681  0.083
F1 -0.477 0.560 -2.869  0.044
C2 -1.040 2.172 1.892  -0.239
H6 -1.489 -6.423 1.405  0.142
H7 -1.254 1.361 1.068  0.120
F2 -1.064 0.910 -5.727  0.021
Br1 -4.723 6.851 1.368  0.591
F3 1.126 0.064 -7.973  0.053
C3 -0.513 1.425 3.260  -0.387
F4 -0.976 -2.231 -3.141  -0.002
C4 1.617 -2.191 1.291  -0.349
F5 1.424 -2.853 -3.133  -0.188
F6 0.495 -1.528 -5.587  0.009
C5 0.368 -1.968 -1.031  -0.194
F7 0.742 2.325 -4.878  0.046
H8 0.228 2.152 3.796  0.114
Be1 -4.538 5.891 -3.538  0.212
O2 -1.853 4.960 2.248  -0.241
O3 -0.485 -2.629 3.047  -0.020
H9 2.271 -3.180 -0.653  0.139
O4 -3.360 3.285 0.867  -0.386
S1 -2.485 3.343 2.147  0.793
H10 -0.188 -0.688 4.076  -0.075
H11 3.969 1.141 4.245  -0.024
F8 4.437 -1.720 -1.552  -0.412
O5 -3.393 3.004 3.353  -0.339
H12 0.482 -2.443 1.565  0.046
C6 0.436 1.052 -5.629  -0.074
F9 2.484 -0.291 -5.049  0.031
H13 -0.654 -0.633 2.241  0.089
Nb1 2.202 -0.348 2.485  1.145
F10 0.036 2.189 -7.887  0.032
C7 -5.848 6.065 -0.011  -1.584
C8 -2.849 -4.864 2.032  -0.125
P1 4.698 -0.826 2.052  0.608
H14 -1.693 -6.296 3.170  0.144
H15 2.374 -1.432 3.970  -0.023
C9 -1.132 -3.608 2.711  -0.476
S2 2.022 1.212 0.505  0.377
F11 1.917 0.203 -2.604  -0.045
Cl1 5.727 1.057 2.006  0.191
Br2 -7.587 5.540 0.686  0.581
H16 -3.039 -4.654 0.974  0.139
F12 -0.407 -0.918 -0.332  -0.007
F13 3.074 1.486 -3.468  -0.349
Al1 0.913 -4.858 -3.672  1.064
C10 -1.647 -5.728 2.235  -0.124
H17 2.241 -3.110 1.714  0.086
C11 0.012 -0.108 3.057  -0.416
C12 0.988 -0.299 -4.884  -0.073
H18 -0.134 2.850 1.511  0.086
O6 -0.586 -4.796 2.317  0.074
H19 2.644 -1.335 -0.688  0.057
O7 4.961 -1.547 0.490  -0.429
C13 0.675 -0.335 -3.245  -0.062
C14 0.404 -1.842 -2.663  -0.081
C15 2.899 1.380 3.834  -0.405
C16 0.996 1.288 -7.152  -0.134
H20 2.971 2.391 3.208  0.012
H21 5.102 -0.752 -0.134  0.072
F14 2.296 2.038 -7.109  0.050
F15 -0.343 -3.268 -0.732  -0.044
Cl2 -1.598 -0.293 4.501  0.743
Br3 -6.010 7.228 -1.562  0.433
H22 -5.349 5.151 -0.348  -0.038


We find P to be the most stable, with the next structure 16.808 eV higher.


P:
C29H45N9O2S2Zr | wB97M-V/def2-TZVPD

Output
highest occupied orbital energy: -12.7 eV
total charge: +2
gap between HOMO and LUMO: 7.51 eV

Last column: Löwdin charge in e.
Geometry (Å):
H1 -1.436 2.020 1.365  0.084
O1 -0.175 -2.267 -0.583  -0.295
H2 0.133 4.976 -4.977  0.138
C1 -3.122 1.273 0.429  -0.207
C2 0.624 5.941 -2.484  -0.142
H3 0.024 7.288 -4.042  0.129
C3 -0.735 3.860 -2.452  -0.434
C4 5.728 -2.964 3.375  -0.081
H4 -4.175 -2.999 0.234  0.138
H5 -4.447 0.389 -1.038  0.137
H6 0.604 3.293 -0.374  0.041
H7 -2.443 -0.970 -3.369  0.138
C5 -0.230 -5.387 1.297  -0.012
H8 -2.171 0.732 -3.008  0.091
H9 1.605 5.814 -2.954  0.135
H10 -1.917 2.544 -4.781  0.097
C6 -1.943 -0.282 -2.683  -0.136
H11 0.886 4.991 0.042  0.103
C7 0.968 4.245 -0.750  -0.019
H12 -0.137 -1.505 -2.671  0.102
H13 0.745 6.651 -1.664  0.131
H14 4.487 1.667 3.998  0.088
H15 -0.069 -0.078 -3.707  0.134
Zr1 -0.654 -0.614 0.376  1.544
C8 -0.749 5.310 -4.420  -0.133
C9 -3.216 -1.737 -1.209  -0.174
C10 -0.746 -6.249 0.353  -0.048
H16 -4.402 -1.284 0.529  0.114
H17 5.101 -0.372 5.459  0.119
H18 6.082 -2.629 5.464  0.111
N1 -1.664 1.507 0.515  -0.110
H19 -0.951 -4.099 -2.267  0.121
C11 -0.003 -4.034 0.998  -0.130
C12 5.681 -2.220 4.548  -0.064
H20 -0.012 -5.752 2.291  0.121
N2 0.463 -1.870 1.933  -0.113
H21 -1.354 -6.465 -1.696  0.120
C13 -0.390 6.448 -3.488  -0.139
H22 -2.854 -1.868 2.086  0.097
C14 -0.776 -4.459 -1.262  -0.008
C15 -0.994 -5.784 -0.938  -0.037
H23 1.100 -3.750 3.978  0.113
H24 1.829 -4.784 2.729  0.087
C16 1.556 -0.027 2.675  -1.101
C17 3.984 0.946 3.356  -0.405
H25 -1.420 2.136 -0.270  0.050
H26 -2.933 3.989 -4.873  0.098
C18 -1.369 0.057 2.906  -0.056
C19 -3.400 0.692 -0.949  -0.146
N3 0.141 0.286 -1.609  -0.091
H27 -4.084 -1.723 -1.879  0.144
N4 -2.517 -1.982 1.131  -0.030
C20 5.132 -0.949 4.544  -0.040
H28 -1.291 6.789 -2.974  0.129
H29 1.160 0.237 -1.636  0.090
H30 2.023 4.140 -1.012  0.104
H31 -3.227 1.491 -1.669  0.098
H32 -3.693 2.200 0.537  0.137
N5 -1.535 0.330 4.015  0.220
H33 -0.122 1.277 -1.734  0.059
S1 1.443 0.738 1.093  0.590
H34 -1.566 0.539 4.995  0.126
H35 -0.935 -7.280 0.606  0.118
H36 2.478 -3.169 3.081  0.078
O2 -1.100 2.803 -1.874  -0.074
C21 0.652 -3.159 1.977  -0.210
N6 -2.490 -0.446 -1.294  -0.207
C22 -0.434 -0.462 -2.751  -0.188
H37 -3.433 0.601 1.235  0.088
N7 0.203 4.665 -1.908  -0.068
H38 -1.505 5.610 -5.144  0.127
H39 -2.972 2.987 -3.422  0.075
H40 3.930 1.355 2.348  0.059
C23 5.224 -2.430 2.199  -0.087
C24 -2.329 3.378 -4.206  -0.018
H41 5.277 -2.998 1.280  0.106
S2 2.274 0.871 4.016  0.890
C25 -0.317 -3.568 -0.291  -0.331
C26 1.570 -3.764 2.993  0.013
H42 -2.540 -2.522 -1.551  0.105
C27 -3.675 -2.028 0.202  -0.177
H43 4.290 -0.733 1.275  0.100
C28 4.670 -1.157 2.198  -0.063
N8 -1.292 4.211 -3.630  -0.074
N9 1.144 -1.204 2.971  -0.066
C29 4.623 -0.407 3.368  -0.311
H44 -2.061 -2.901 1.117  0.082
H45 6.170 -3.951 3.378  0.108


Q:
C29H45N9O2S2Zr | wB97M-V/def2-TZVPD

Output
highest occupied orbital energy: -12.7 eV
total charge: +2
gap between HOMO and LUMO: 7.48 eV

Last column: Löwdin charge in e.
Geometry (Å):
H1 1.259 -0.820 4.258  0.068
H2 -3.864 -2.459 -3.071  0.109
C1 -0.343 4.445 -1.040  -0.216
H3 3.578 -4.080 -2.515  0.139
C2 -0.581 2.461 7.279  -0.071
H4 -4.760 1.430 -0.895  0.124
C3 2.747 -1.465 -3.595  -0.019
H5 -0.236 -0.045 -3.123  0.048
C4 -1.647 -0.951 1.500  -0.231
C5 0.596 4.139 -2.182  -0.163
H6 -6.034 -2.275 0.861  0.116
H7 -0.604 -2.191 2.893  0.093
H8 0.294 1.272 -4.948  0.133
H9 1.780 -5.238 -0.989  0.138
H10 -1.177 3.076 7.939  0.110
H11 0.969 -4.844 -3.909  0.130
H12 -1.599 0.822 -3.310  0.090
C6 3.088 1.568 -0.999  -0.183
H13 -1.714 3.333 0.009  0.067
H14 1.216 2.697 8.425  0.112
H15 -1.303 -3.962 -0.726  0.099
C7 2.444 2.909 -1.280  -0.192
C8 0.952 0.888 2.150  -1.110
C9 -1.159 1.877 6.160  -0.069
C10 -0.393 1.089 5.317  -0.056
C11 1.528 1.461 6.704  -0.037
H16 1.392 4.885 -2.245  0.140
H17 -0.562 -2.445 -0.188  0.037
C12 -4.550 0.518 -0.352  -0.002
H18 2.171 -0.574 -3.377  0.045
C13 -5.549 -0.383 -0.049  -0.043
C14 1.722 -4.994 -3.133  -0.139
H19 -2.382 -2.328 2.985  0.079
N1 2.139 -2.605 -2.942  -0.069
C15 0.763 2.250 7.550  -0.061
H20 -2.008 3.346 -1.580  0.109
N2 0.613 -3.566 -1.483  -0.059
H21 3.194 -3.850 -4.220  0.130
C16 -1.549 -1.657 2.816  0.020
N3 -0.620 0.904 -3.058  -0.069
H22 2.207 3.400 -0.338  0.089
H23 -1.557 -0.911 3.613  0.083
C17 1.079 -4.925 -1.769  -0.138
H24 3.859 1.712 -0.241  0.134
H25 -0.876 5.375 -1.241  0.134
C18 1.414 2.217 -3.379  -0.173
S1 2.371 1.012 3.199  0.924
S2 0.344 2.343 1.412  0.675
C19 -3.232 0.247 0.011  -0.352
C20 -2.937 -0.867 0.818  -0.132
N4 -3.101 -1.965 -2.650  0.181
N5 2.091 0.563 -0.541  -0.055
H26 -3.763 -2.667 1.671  0.113
C21 1.791 0.043 4.654  -0.379
H27 -6.567 -0.177 -0.353  0.119
H28 2.282 0.345 0.434  0.044
H29 0.199 4.573 -0.104  0.085
H30 3.155 3.543 -1.822  0.141
C22 1.113 -2.459 -2.068  -0.432
H31 2.762 -1.615 -4.676  0.106
H32 0.038 4.191 -3.116  0.117
H33 2.707 -0.302 5.129  0.084
C23 -3.973 -1.774 1.099  -0.019
H34 -2.210 2.031 5.950  0.107
O1 -2.267 1.069 -0.407  -0.332
C24 0.102 1.784 -4.004  -0.181
N6 -0.606 -0.318 1.038  -0.141
N7 1.179 2.783 -2.039  -0.221
H35 1.927 2.934 -4.031  0.149
Zr1 -0.321 0.985 -0.724  1.685
H36 2.179 -5.970 -3.287  0.131
C25 -5.254 -1.560 0.644  -0.057
N8 -1.256 3.302 -0.897  -0.088
H37 2.064 1.350 -3.282  0.088
H38 -0.534 2.639 -4.227  0.114
H39 -0.848 0.640 4.441  0.076
H40 3.777 -1.325 -3.257  0.108
C26 0.957 0.873 5.582  -0.302
H41 0.008 -3.992 0.467  0.107
C27 2.762 -3.901 -3.221  -0.134
C28 -2.280 -1.368 -2.091  0.018
H42 3.594 1.183 -1.884  0.110
H43 0.212 -5.584 -1.714  0.132
O2 0.647 -1.305 -1.819  -0.159
N9 0.499 -0.296 1.912  -0.062
H44 2.577 1.298 6.921  0.118
H45 2.240 -0.315 -1.028  0.064
C29 -0.371 -3.482 -0.421  -0.028


We find P to be the most stable, with the next structure 1.050 eV higher.


P:
CH4CsO | wB97M-V/def2-TZVPD

Output
highest occupied orbital energy: -14.7 eV
total charge: +1
gap between HOMO and LUMO: 10.88 eV

Last column: Löwdin charge in e.
Geometry (Å):
H1 -1.474 0.212 0.649  0.088
Cs1 2.755 1.600 -1.373  1.073
O1 0.300 0.153 -0.466  -0.300
H2 -0.795 -1.418 0.386  0.089
H3 -0.008 -0.322 1.508  0.086
C1 -0.560 -0.370 0.573  -0.103
H4 -0.218 0.146 -1.277  0.068


Q:
CH4CsO | wB97M-V/def2-TZVPD

Output
highest occupied orbital energy: -14.9 eV
total charge: +1
gap between HOMO and LUMO: 11.13 eV

Last column: Löwdin charge in e.
Geometry (Å):
H1 -0.693 -0.068 -1.508  0.091
H2 0.998 -0.371 -1.105  0.088
H3 -0.987 0.306 0.819  0.062
Cs1 1.041 1.736 2.593  1.137
O1 -0.096 0.336 0.459  -0.366
C1 -0.021 -0.448 -0.741  -0.103
H4 -0.242 -1.491 -0.516  0.091


We find P to be the most stable, with the next structure 0.050 eV higher.